## a
Below is one molecule with the formula C2H3NO3, with properties calculated with ωB97M-V/def2-TZVPD.

XYZ file:
```
9
Properties=species:S:1:pos:R:3:nbo_charge:R:1
C 0.438 -0.579 0.317 0.27
C -1.257 0.938 0.670 0.64
H 1.555 -1.220 -2.263 0.49
H 0.373 -1.150 1.267 0.24
H -2.057 1.573 0.365 0.14
N 1.176 -1.132 -0.598 -0.16
O 1.194 -0.366 -1.783 -0.54
O -0.613 0.334 -0.225 -0.47
O -0.980 0.852 1.870 -0.61
```

Charge: 0
Spin multiplicity: 1


## b
Below is one molecule with the formula C2H3NO3, with properties calculated with ωB97M-V/def2-TZVPD.

XYZ file:
```
9
Properties=species:S:1:pos:R:3:nbo_charge:R:1
C -1.206 -0.522 0.493 0.50
C 0.650 1.121 0.554 0.51
H 1.620 -0.885 -0.737 0.48
H -1.555 0.016 1.405 0.13
H 0.097 1.596 1.416 0.14
N 0.031 -0.065 0.067 -0.22
O 0.527 -0.619 -1.088 -0.48
O -1.866 -1.364 -0.126 -0.53
O 1.710 1.500 0.110 -0.54
```

Charge: 0
Spin multiplicity: 1


## c
Below is a 2-piece molecular cluster, C2H3NO3 overall, with properties calculated with ωB97M-V/def2-TZVPD.

XYZ file:
```
9
Properties=species:S:1:pos:R:3:nbo_charge:R:1
C -2.226 0.627 0.345 -0.28
C 0.162 -0.387 -0.217 0.43
N 1.457 0.336 -0.035 0.41
O 1.478 1.535 -0.103 -0.27
O 2.416 -0.404 0.153 -0.40
O 0.298 -1.605 0.004 -0.58
H -2.842 0.109 -0.394 0.09
H -1.992 1.641 0.017 0.10
H 1.248 -1.853 0.230 0.51
```

Charge: 0
Spin multiplicity: 1


## d
Below is one molecule with the formula C2H3NO3, with properties calculated with ωB97M-V/def2-TZVPD.

XYZ file:
```
9
Properties=species:S:1:pos:R:3:nbo_charge:R:1
C -1.633 1.520 -0.215 0.65
C 1.020 -0.868 0.066 0.35
N -0.140 -0.330 0.352 -0.19
O -2.497 1.167 0.488 -0.52
O -0.379 0.897 -0.250 -0.43
O 1.291 -2.055 0.577 -0.66
H 1.751 -0.257 -0.316 0.15
H -1.503 2.463 -0.983 0.14
H 2.090 -2.537 0.282 0.51
```

Charge: 0
Spin multiplicity: 1


Which structure wins on stability? b wins.


## a
Below is a 2-piece molecular cluster, C2H3NO3 overall, with properties calculated with ωB97M-V/def2-TZVPD.

XYZ file:
```
9
Properties=species:S:1:pos:R:3:nbo_charge:R:1
C -0.431 1.047 -0.679 0.63
C -2.484 -0.554 0.661 0.49
N 0.404 -0.998 0.241 -0.49
O -1.059 1.323 0.312 -0.59
O -3.279 -0.165 -0.066 -0.50
O 0.265 -0.067 -0.860 -0.39
H -0.181 1.450 -1.673 0.15
H -0.533 -1.262 0.349 0.35
H 0.674 -0.442 1.062 0.35
```

Charge: 0
Spin multiplicity: 1


## b
Below is one molecule with the formula C2H3NO3, with properties calculated with ωB97M-V/def2-TZVPD.

XYZ file:
```
9
Properties=species:S:1:pos:R:3:nbo_charge:R:1
C 1.433 0.755 0.616 0.51
C -1.377 -0.620 -0.907 0.63
H 1.789 0.590 1.638 0.11
H -0.152 -0.611 1.091 0.42
H -1.838 -0.463 -1.906 0.15
N 0.232 0.125 0.504 -0.36
O 1.978 1.422 -0.213 -0.56
O -0.298 0.156 -0.772 -0.32
O -1.768 -1.355 -0.050 -0.59
```

Charge: 0
Spin multiplicity: 1


Which structure wins on stability? b wins.


## a
Below is a 2-piece molecular cluster, C8H14N3O2 overall, with properties calculated with ωB97M-V/def2-TZVPD.

XYZ file:
```
27
Properties=species:S:1:pos:R:3:nbo_charge:R:1
C 1.470 1.155 2.008 -0.17
C 1.961 0.529 1.113 -0.31
C -1.627 -0.357 0.461 0.07
C -0.444 1.387 -0.514 0.90
C -0.722 3.947 -0.202 -0.21
C 0.283 3.736 -1.394 -0.20
C -0.158 -4.520 -0.108 -0.58
C 0.585 -3.225 -0.381 -0.27
N -0.492 2.684 -0.772 -0.43
N -0.363 -1.112 0.365 -0.16
N -0.453 -2.177 -0.266 0.04
O -1.330 1.013 0.459 -0.50
O 0.251 0.580 -1.111 -0.65
H 1.121 1.805 2.822 0.27
H -2.183 -0.548 -0.499 0.24
H 2.666 0.075 0.539 0.25
H -2.110 -0.511 1.436 0.24
H -0.129 4.140 0.660 0.20
H -1.528 4.587 -0.481 0.23
H -0.020 4.155 -2.345 0.23
H 1.260 3.760 -1.003 0.21
H -0.441 -4.621 0.842 0.22
H -0.938 -4.416 -0.765 0.23
H 0.411 -5.322 -0.393 0.24
H 0.877 -3.101 -1.417 0.25
H 1.567 -3.012 0.201 0.21
H 0.486 -0.633 0.744 0.45
```

Charge: +1
Spin multiplicity: 1


## b
Below is a 2-piece molecular cluster, C8H14N3O2 overall, with properties calculated with ωB97M-V/def2-TZVPD.

XYZ file:
```
27
Properties=species:S:1:pos:R:3:nbo_charge:R:1
C 3.044 -1.285 0.153 0.86
C 1.226 2.270 -0.364 0.22
C -0.478 0.408 -1.780 -0.20
C -2.322 -0.604 -0.921 -0.06
C -0.429 0.534 -0.298 0.62
C -1.455 -0.349 0.320 -0.19
C -2.141 0.270 1.533 -0.62
C -0.691 -1.669 0.575 -0.59
N 3.430 -2.276 -0.373 -0.71
N 0.614 1.163 0.293 -0.57
N 2.343 2.719 0.097 -0.73
O 2.362 -0.507 0.720 -0.59
O -1.363 -0.689 -2.003 -0.49
H -1.062 1.265 -2.071 0.24
H 0.430 0.374 -2.338 0.26
H -2.776 -1.554 -0.770 0.23
H -2.949 0.277 -1.125 0.19
H -1.577 0.215 2.480 0.23
H -3.112 -0.258 1.630 0.25
H -2.387 1.346 1.434 0.23
H -0.019 -1.748 -0.141 0.21
H -1.234 -2.610 0.471 0.24
H -0.220 -1.805 1.538 0.24
H 4.274 -2.701 -0.716 0.45
H 0.726 1.272 1.340 0.43
H 2.665 3.512 -0.445 0.42
H 3.099 2.431 0.760 0.41
```

Charge: +1
Spin multiplicity: 1


Which structure wins on stability? b wins.


## a
Below is C4H7NOS2 as an isolated structure, with properties calculated with ωB97M-V/def2-TZVPD.

XYZ file:
```
15
Properties=species:S:1:pos:R:3:nbo_charge:R:1
C 0.927 -0.504 -0.801 -0.51
C 0.260 0.311 0.273 0.16
C -0.716 1.421 -0.374 -0.21
C -1.044 -0.223 0.769 0.13
H 0.855 -2.604 0.066 0.17
H 0.271 -0.966 -1.535 0.23
H 1.589 0.244 -1.198 0.23
H 1.614 0.005 1.524 0.50
H -0.460 1.567 -1.461 0.20
H -0.594 2.301 0.223 0.21
H -2.887 0.455 -0.224 0.44
N -1.810 0.551 0.004 -0.58
O 1.241 0.774 1.070 -0.70
S 2.060 -1.793 -0.105 -0.07
S -1.306 -1.539 1.769 -0.18
```

Charge: 0
Spin multiplicity: 1


## b
Below is one molecule with the formula C4H7NOS2, with properties calculated with ωB97M-V/def2-TZVPD.

XYZ file:
```
15
Properties=species:S:1:pos:R:3:nbo_charge:R:1
C 2.588 -1.381 0.467 0.15
C -2.839 -0.503 0.379 -0.26
C -1.167 0.983 -0.379 -0.07
C 2.485 -0.036 0.288 -0.54
N 2.943 -2.462 0.769 -0.33
O -2.180 0.774 0.452 -0.50
S 0.702 0.503 0.527 0.28
S 3.411 0.610 -1.126 0.02
H -3.277 -0.597 -0.691 0.19
H -3.604 -0.450 1.203 0.22
H -2.000 -1.200 0.488 0.20
H -1.108 0.565 -1.451 0.20
H -0.772 2.006 -0.246 0.19
H 0.840 1.786 0.636 0.10
H 3.979 -0.598 -1.316 0.14
```

Charge: 0
Spin multiplicity: 1


Which structure wins on stability? a wins.


## a
Below is one molecule with the formula C4H7NOS2, with properties calculated with ωB97M-V/def2-TZVPD.

XYZ file:
```
15
Properties=species:S:1:pos:R:3:nbo_charge:R:1
C 1.442 1.732 -0.525 -0.72
C 0.558 0.668 0.010 0.17
C -0.884 1.046 0.207 0.53
C -1.703 -0.061 0.808 -0.61
H 1.652 1.572 -1.583 0.24
H 2.313 1.890 0.129 0.25
H 0.912 2.725 -0.441 0.26
H 2.621 -1.821 1.067 0.13
H -2.624 0.379 1.250 0.25
H -1.080 -0.556 1.547 0.26
H -1.270 -2.201 -0.256 0.14
N 0.897 -0.514 0.377 -0.53
O -1.288 2.185 0.056 -0.51
S 2.526 -0.972 -0.008 0.17
S -2.212 -1.290 -0.479 -0.03
```

Charge: 0
Spin multiplicity: 1


## b
Below is one molecule with the formula C4H7NOS2, with properties calculated with ωB97M-V/def2-TZVPD.

XYZ file:
```
15
Properties=species:S:1:pos:R:3:nbo_charge:R:1
C -1.075 0.473 -0.647 -0.54
C -0.141 0.459 0.577 0.06
C 0.348 -0.943 1.038 -0.60
C 2.076 -0.258 -0.872 -0.16
H -3.400 0.357 0.065 0.14
H -1.394 1.513 -0.824 0.24
H -0.628 0.095 -1.575 0.24
H -0.569 0.944 1.458 0.21
H -0.511 -1.517 1.373 0.26
H 0.948 -0.708 1.941 0.23
H 2.721 -0.339 -1.724 0.22
N 1.843 0.954 -0.593 -0.13
O 1.000 1.320 0.396 -0.36
S -2.544 -0.627 -0.392 -0.06
S 1.329 -1.724 -0.222 0.26
```

Charge: 0
Spin multiplicity: 1


Which structure wins on stability? a wins.


## a
Below is C2H2Cl2O2 as an isolated structure, with properties calculated with ωB97M-V/def2-TZVPD.

XYZ file:
```
8
Properties=species:S:1:pos:R:3:nbo_charge:R:1
C 0.557 -0.238 0.109 0.30
C 2.570 -1.235 -1.318 -0.18
O -1.781 0.522 0.226 -0.71
O -0.134 0.630 0.521 -0.21
Cl 3.552 -0.823 -0.027 0.09
Cl 2.833 -0.261 -2.683 0.08
H 0.515 -1.190 -0.275 0.19
H -2.165 1.388 0.673 0.44
```

Charge: 0
Spin multiplicity: 1


## b
Below is C2H2Cl2O2 as an isolated structure, with properties calculated with ωB97M-V/def2-TZVPD.

XYZ file:
```
8
Properties=species:S:1:pos:R:3:nbo_charge:R:1
C 0.796 -0.183 0.257 0.15
C -0.257 0.450 -0.442 -0.24
O 0.640 -1.374 0.775 0.00
O -0.467 -1.931 0.512 -0.38
Cl -0.467 2.077 0.354 -0.03
Cl -2.115 0.184 -0.209 0.01
H 1.902 0.068 0.233 0.23
H -0.032 0.709 -1.481 0.26
```

Charge: 0
Spin multiplicity: 1


## c
Below is a 2-piece molecular cluster, C2H2Cl2O2 overall, with properties calculated with ωB97M-V/def2-TZVPD.

XYZ file:
```
8
Properties=species:S:1:pos:R:3:nbo_charge:R:1
C -1.174 -1.291 -0.218 0.36
C 0.203 0.984 -0.681 0.21
O -0.295 -1.927 0.287 -0.46
O -0.603 2.007 -0.554 -0.69
Cl 1.180 0.771 -2.112 0.00
Cl 1.077 0.469 0.834 -0.05
H -2.241 -1.519 -0.186 0.14
H -0.237 2.879 -0.832 0.49
```

Charge: 0
Spin multiplicity: 1


Which structure wins on stability? c wins.